Record 1
{
  "formula": "C5H11N",
  "method": "the ωB97M-V functional and the def2-TZVPD basis",
  "e_homo_ev": [1.3, -4.4],
  "relative_energy_kcal_mol": 20.4,
  "total_charge": -1,
  "lumo_ev": [4.13, 3.92],
  "homo_lumo_gap_ev": [2.83, 8.35],
  "energy_ha": -251.7672,
  "spin_multiplicity": 2,
  "species": ["C", "N", "C", "C", "C", "C", "H", "H", "H", "H", "H", "H", "H", "H", "H", "H", "H"],
  "coordinates": [[-2.5857, 0.0506, -0.0683], [-1.2880, -0.3021, -0.6247], [-0.3103, 0.7618, -0.4177], [1.1004, 0.2573, -0.7854], [1.6317, -0.7714, 0.1710], [2.3280, -0.4753, 1.3025], [-2.5862, 0.0855, 1.0326], [-2.8586, 1.0476, -0.4198], [-3.3591, -0.6486, -0.3879], [-0.9101, -1.1234, -0.1544], [-0.5803, 1.6087, -1.0567], [-0.2613, 1.0340, 0.6427], [1.0081, -0.1779, -1.7813], [1.7771, 1.1243, -0.8034], [1.7059, -1.7639, -0.2521], [2.4178, 0.5364, 1.6804], [2.7707, -1.2435, 1.9226]],
  "forces_ev_per_a": [[0.3, 0.0, 0.1], [-0.2, 0.1, -0.1], [0.6, -0.6, -0.1], [-0.5, -0.2, 0.5], [0.2, 0.1, -0.5], [0.2, 0.1, 0.3], [0.0, 0.0, 0.0], [-0.1, 0.0, 0.0], [0.0, -0.1, -0.1], [-0.1, 0.0, 0.0], [-0.1, 0.2, 0.2], [-0.1, 0.4, 0.1], [0.2, 0.1, -0.3], [0.1, 0.1, -0.1], [-0.1, -0.2, 0.1], [-0.2, 0.1, 0.0], [0.0, -0.1, -0.1]]
}



Record 2
{
  "formula": "C5H11N",
  "method": "the ωB97M-V functional and the def2-TZVPD basis",
  "e_homo_ev": [1.4, -3.7],
  "relative_energy_kcal_mol": 7.6,
  "total_charge": -1,
  "lumo_ev": [4.16, 4.20],
  "homo_lumo_gap_ev": [2.72, 7.90],
  "energy_ha": -251.7875,
  "spin_multiplicity": 2,
  "species": ["C", "N", "C", "C", "C", "C", "H", "H", "H", "H", "H", "H", "H", "H", "H", "H", "H"],
  "coordinates": [[-1.5048, -0.7960, 0.9993], [-0.9770, 0.8112, -1.3320], [0.0777, 0.4823, -0.4681], [-0.1061, -0.3494, 0.5672], [1.1011, -1.0044, 1.1951], [1.4285, 0.9179, -0.9869], [-2.1892, 0.0448, 0.9139], [-1.7074, -1.6335, 0.3194], [-1.4245, -1.1738, 2.0188], [-1.8628, 0.4361, -1.0328], [-0.9166, 1.7340, -1.7309], [0.7926, -1.9703, 1.6007], [1.8675, -1.2175, 0.4464], [1.4864, -0.5028, 2.0892], [1.3508, 1.6179, -1.8116], [1.9725, 0.0208, -1.2909], [1.9763, 1.3113, -0.1275]],
  "forces_ev_per_a": [[2.0, 0.0, -0.5], [0.7, -0.3, 0.2], [-0.4, -0.4, -0.6], [0.3, 0.4, 0.0], [-0.7, -0.4, 0.4], [-0.2, -0.6, 1.1], [-0.4, -0.3, 0.1], [-0.8, 0.0, 0.2], [-0.4, 0.0, 0.0], [-0.3, 0.5, -0.3], [-0.6, 0.1, 0.1], [0.0, -0.2, -0.1], [0.2, 0.2, 0.3], [0.3, 0.4, -0.2], [0.1, 0.1, 0.0], [0.1, 0.1, -0.4], [0.2, 0.4, -0.3]]
}



Record 3
{
  "formula": "C5H11N",
  "method": "the ωB97M-V functional and the def2-TZVPD basis",
  "e_homo_ev": -8.7,
  "relative_energy_kcal_mol": 21.7,
  "total_charge": 0,
  "lumo_ev": 1.14,
  "smiles": "CCC1(N)CC1",
  "homo_lumo_gap_ev": 9.84,
  "energy_ha": -251.8280,
  "species": ["C", "C", "C", "N", "C", "C", "H", "H", "H", "H", "H", "H", "H", "H", "H", "H", "H"],
  "coordinates": [[2.1574, -0.1287, 0.3084], [1.0004, -0.3965, -0.6260], [-0.3107, 0.1284, -0.1011], [-0.3517, 1.5387, 0.0804], [-1.5884, -0.5706, -0.5391], [-1.1156, -0.6691, 0.8859], [2.3968, 0.9512, 0.4097], [3.0745, -0.7091, -0.0342], [1.9323, -0.5018, 1.3461], [0.9032, -1.4862, -0.8138], [1.1645, 0.0194, -1.6476], [-1.2707, 1.8541, 0.4840], [-0.2908, 1.9750, -0.8455], [-2.4422, 0.0499, -0.7422], [-1.5572, -1.4338, -1.1917], [-1.6835, -0.1170, 1.6481], [-0.6234, -1.5535, 1.2554]],
  "forces_ev_per_a": [[1.3, -0.5, 0.7], [-0.3, -0.4, -0.6], [-1.2, -0.7, 0.0], [-0.9, 1.6, -0.1], [0.3, -0.3, -0.2], [0.3, 0.4, 0.4], [-0.1, -0.7, -0.2], [-1.0, 0.9, 0.4], [0.1, 0.3, -0.9], [0.0, 0.5, 0.3], [0.1, 0.0, 0.6], [1.3, -0.6, -0.5], [0.0, 0.1, 0.4], [-0.2, 0.3, 0.1], [0.2, -0.1, 0.1], [0.4, -0.3, -0.4], [-0.3, -0.4, 0.0]]
}



Record 4
{
  "formula": "C5H11N",
  "method": "the ωB97M-V functional and the def2-TZVPD basis",
  "e_homo_ev": -9.8,
  "relative_energy_kcal_mol": 36.9,
  "total_charge": 0,
  "lumo_ev": 1.06,
  "smiles": "C=CCC.C=N",
  "homo_lumo_gap_ev": 10.84,
  "energy_ha": -251.8038,
  "species": ["C", "C", "C", "C", "H", "H", "H", "H", "H", "H", "H", "H", "C", "N", "H", "H", "H"],
  "coordinates": [[0.9598, 2.1805, -0.0724], [-0.2316, 1.6391, -0.2723], [-0.6814, 0.3315, 0.2946], [-2.0133, 0.4451, 1.0415], [1.2488, 3.1306, -0.5024], [1.6999, 1.6791, 0.5422], [-0.9571, 2.1625, -0.8905], [-0.7904, -0.3984, -0.5177], [0.0740, -0.0740, 0.9718], [-2.7867, 0.8681, 0.4001], [-2.3480, -0.5231, 1.4131], [-1.8911, 1.0960, 1.9087], [1.7747, -2.5450, -1.1840], [1.5171, -2.6920, 0.0424], [2.7337, -2.9067, -1.5514], [1.0901, -2.0858, -1.9009], [0.6016, -2.3075, 0.2771]],
  "forces_ev_per_a": [[0.1, 0.0, 0.1], [0.1, 0.1, -0.1], [-0.2, -0.3, 0.1], [0.2, 0.1, 0.1], [-0.1, 0.0, 0.0], [0.0, 0.0, 0.0], [0.0, 0.0, 0.0], [0.0, 0.1, 0.0], [0.1, 0.1, 0.0], [-0.1, 0.0, 0.0], [0.0, 0.0, -0.1], [-0.1, 0.1, 0.0], [0.0, -0.1, 0.1], [0.0, 0.0, 0.1], [0.0, 0.0, -0.1], [0.1, 0.0, -0.1], [0.0, 0.0, -0.1]]
}



Record 5
{
  "formula": "C5H11N",
  "method": "the ωB97M-V functional and the def2-TZVPD basis",
  "e_homo_ev": -8.8,
  "relative_energy_kcal_mol": 28.7,
  "total_charge": 0,
  "lumo_ev": 1.10,
  "smiles": "CN1CC1(C)C",
  "homo_lumo_gap_ev": 9.85,
  "energy_ha": -251.8168,
  "species": ["C", "N", "C", "C", "C", "C", "H", "H", "H", "H", "H", "H", "H", "H", "H", "H", "H"],
  "coordinates": [[1.9454, -0.2262, -0.5335], [0.8659, 0.6280, -0.1223], [0.4222, 0.5287, 1.2452], [-0.4873, 0.1669, 0.1184], [-1.5815, 1.1264, -0.2954], [-0.8148, -1.2879, -0.1402], [1.9588, -1.2032, -0.0288], [1.9026, -0.3681, -1.6144], [2.8840, 0.2878, -0.2908], [0.4362, 1.5223, 1.6546], [0.7699, -0.3028, 1.8788], [-2.5130, 0.9139, 0.2449], [-1.7763, 1.0293, -1.3687], [-1.2887, 2.1595, -0.0886], [-1.7637, -1.5596, 0.3309], [-0.9151, -1.4454, -1.2217], [-0.0446, -1.9696, 0.2316]],
  "forces_ev_per_a": [[0.2, -0.2, -0.2], [0.2, 0.1, -0.3], [0.1, -0.1, 0.2], [-0.1, 0.0, 0.0], [0.0, 0.0, 0.0], [0.0, 0.0, 0.0], [0.0, 0.0, -0.1], [0.1, -0.1, 0.0], [-0.1, -0.1, -0.1], [-0.5, 0.0, 0.8], [0.0, 0.4, -0.3], [0.2, 0.0, -0.1], [0.0, 0.0, 0.1], [0.0, -0.2, -0.1], [0.1, 0.0, 0.0], [0.0, 0.0, 0.2], [-0.1, 0.1, 0.0]]
}



Record 6
{
  "formula": "C5H11N",
  "method": "the ωB97M-V functional and the def2-TZVPD basis",
  "e_homo_ev": -8.2,
  "relative_energy_kcal_mol": 11.7,
  "total_charge": 0,
  "lumo_ev": 1.14,
  "smiles": "C=C(N)CCC",
  "homo_lumo_gap_ev": 9.34,
  "energy_ha": -251.8438,
  "species": ["C", "C", "N", "C", "C", "C", "H", "H", "H", "H", "H", "H", "H", "H", "H", "H", "H"],
  "coordinates": [[1.5821, 0.7428, -0.0650], [1.0739, -0.4848, -0.0343], [1.8839, -1.6154, -0.1876], [-0.3497, -0.8712, 0.2910], [-1.2822, 0.2787, 0.7084], [-1.6017, 1.2393, -0.4397], [0.9720, 1.5778, 0.2190], [2.6280, 0.8133, -0.3243], [1.3920, -2.4246, -0.5361], [2.7450, -1.4367, -0.6905], [-0.2190, -1.6350, 1.0628], [-0.8278, -1.3582, -0.5827], [-0.7850, 0.7698, 1.5571], [-2.2049, -0.1437, 1.1078], [-0.7098, 1.4491, -1.0249], [-1.8768, 2.2122, -0.0184], [-2.4199, 0.8864, -1.0427]],
  "forces_ev_per_a": [[-0.1, -0.5, 0.0], [-0.3, -0.4, 0.0], [0.1, 0.0, -0.3], [-0.3, 0.2, -0.3], [0.7, -0.5, 0.3], [0.5, 0.7, 1.0], [0.2, 0.4, -0.1], [0.1, 0.5, 0.1], [0.1, 0.0, -0.1], [-0.1, -0.2, 0.1], [-0.5, 0.0, 0.1], [0.5, 0.0, 0.2], [-0.2, 0.2, -0.3], [0.0, 0.0, 0.0], [-0.2, -0.3, -0.3], [-0.3, -0.1, -0.1], [-0.2, -0.2, -0.4]]
}



Record 7
{
  "formula": "C5H11N",
  "method": "the ωB97M-V functional and the def2-TZVPD basis",
  "e_homo_ev": -8.5,
  "relative_energy_kcal_mol": 41.3,
  "total_charge": 0,
  "lumo_ev": 0.83,
  "smiles": "C=CC.C=CN",
  "homo_lumo_gap_ev": 9.30,
  "energy_ha": -251.7967,
  "species": ["C", "C", "C", "H", "H", "H", "H", "H", "H", "C", "C", "N", "H", "H", "H", "H", "H"],
  "coordinates": [[2.8195, 1.0959, -3.4222], [1.9647, 0.5614, -2.5655], [2.3865, -0.4501, -1.5507], [2.5831, 1.8097, -4.2019], [3.8495, 0.7695, -3.4027], [0.8873, 0.6858, -2.6199], [1.8560, -1.3938, -1.6841], [3.4380, -0.6622, -1.4168], [2.0663, -0.1696, -0.5309], [-3.0042, -0.4282, 3.7984], [-2.3455, -0.5838, 2.6520], [-2.6793, 0.0106, 1.4488], [-3.9052, 0.1710, 3.9421], [-2.7421, -1.0455, 4.6386], [-1.5868, -1.3606, 2.6614], [-3.5722, 0.4843, 1.3763], [-2.0156, 0.5058, 0.8772]],
  "forces_ev_per_a": [[0.0, 0.1, -0.3], [0.3, -0.7, -0.1], [-0.8, -0.3, 1.4], [-0.3, -0.1, 0.1], [0.2, 0.1, 0.2], [0.1, 0.5, 0.0], [0.1, -0.1, -0.3], [0.4, 0.1, -0.6], [-0.1, 0.3, -0.3], [-0.6, -0.2, 0.1], [-0.4, 0.1, 0.6], [-0.6, 0.3, -1.0], [0.4, 0.2, -0.3], [0.1, -0.2, 0.2], [0.4, 0.4, -0.4], [0.2, -0.2, 0.5], [0.5, -0.4, 0.3]]
}